Molecular formula: C10H10N2O5SSeV
Method: DFT, ωB97M-V/def2-TZVPD

Values from the calculation:
Kohn-Sham gap (spin up / spin down)   0.149 / 0.148 hartree
2S+1   2
Maximum force   0.05065 hartree/bohr
Electronic energy   -125619.7841 eV
ΔE to the lowest compared entry with this formula, charge and spin   85.86 kcal/mol
Total charge   -2

CARTESIAN COORDINATES (ANGSTROEM)
Se 3.23359 1.54531 -3.75785
C 1.21223 -1.06858 3.97544
O -1.95941 2.37171 -3.06721
O 0.73010 -1.48389 -0.38436
C -2.24652 1.37346 1.54893
O -1.38581 0.44289 -2.03000
V -0.33429 -0.23831 -0.16170
H 1.81764 -3.56779 2.65906
C 1.96997 1.01815 -2.52655
H 0.88012 -1.93517 4.55228
H 3.20195 -2.48174 2.36829
H 2.24252 -0.82371 4.24783
H 0.55978 -0.23085 4.21955
S 1.04949 -1.35144 2.19931
O -1.60003 -0.84670 1.60200
C -2.92381 3.63182 1.05474
C -2.05669 0.08954 2.34100
O -2.33817 0.01448 3.54337
C -1.80412 1.64007 -1.91585
N -1.86117 1.16188 0.27561
H -2.76561 4.19088 -1.00254
N 1.18161 0.66977 -1.75440
H -1.63900 1.77753 -3.75794
H -3.04498 2.63306 3.03997
H -3.32979 4.58250 1.38114
H 2.19402 -3.01560 1.00332
C 2.18554 -2.73542 2.05496
C -2.61017 3.42515 -0.25104
C -2.09374 2.15807 -0.66120
C -2.76354 2.54743 1.99940

Atom charges from the natural (NBO) analysis, given in e for atoms 1 to 4:
1 Se -0.48
2 C -0.76
3 O -0.72
4 O -0.73